Record 1
DFT (ωB97M-V with the def2-TZVPD basis set) results for a cluster of 6 separate species, C31H79N5O10 in total in a non-equilibrium geometry.

Spin multiplicity: 1
Energy relative to the best compared isomer or geometry (same formula, charge and spin) (eV): 0.0000
HOMO-LUMO gap (hartree): 0.333
Energy (eV): -61347.89773
SMILES: COC[C@H](C)N.COCCNCCOC.COCCNCCOC.COCCNCCOC.COCCNCCOC.CC(C)O

Each line ends with the Mulliken charge.
Geometry (Å):
C 3.76 -0.17 1.21  -0.322
O 4.00 1.08 0.63  -0.337
C 4.88 0.98 -0.43  -0.035
C 5.02 2.37 -1.03  -1.208
N 3.78 3.07 -1.39  -0.076
C 3.09 2.64 -2.61  -0.400
C 1.70 3.15 -2.53  0.790
O 1.77 4.56 -2.44  -0.391
C 0.52 5.14 -2.35  -0.572
H 3.27 -0.86 0.53  -0.121
H 3.10 -0.01 2.06  0.303
H 4.68 -0.63 1.60  0.351
H 4.56 0.22 -1.15  0.093
H 5.88 0.69 -0.07  0.429
H 5.71 2.32 -1.87  0.433
H 5.50 3.00 -0.27  0.415
H 3.12 2.82 -0.65  -0.405
H 3.06 1.54 -2.76  0.116
H 3.59 3.04 -3.50  0.375
H 1.21 2.71 -1.64  -0.984
H 1.11 2.87 -3.41  0.536
H -0.05 4.74 -1.49  0.107
H -0.08 4.98 -3.26  0.316
H 0.66 6.20 -2.18  0.246
C 1.21 3.90 1.21  0.215
O -0.19 3.72 1.03  -0.481
C -0.53 2.46 0.57  1.327
C -2.05 2.34 0.52  -0.099
N -2.76 2.66 1.76  -0.391
C -2.44 1.76 2.88  0.177
C -3.03 2.36 4.12  -0.619
O -2.48 3.62 4.31  -0.256
C -3.00 4.26 5.45  -0.811
H 1.79 3.33 0.49  -0.339
H 1.48 3.62 2.24  0.365
H 1.42 4.96 1.10  0.240
H -0.13 1.65 1.24  0.355
H -0.09 2.21 -0.40  -0.890
H -2.25 1.32 0.17  -1.010
H -2.41 3.04 -0.26  0.418
H -2.41 3.58 2.03  0.416
H -1.35 1.71 3.03  0.101
H -2.89 0.80 2.66  0.097
H -2.86 1.71 5.00  0.195
H -4.13 2.41 4.01  0.359
H -2.85 3.63 6.35  0.280
H -4.07 4.46 5.34  0.323
H -2.45 5.19 5.57  0.240
C -2.73 -2.77 0.70  -0.495
O -2.59 -2.61 2.13  -0.512
C -1.33 -2.20 2.52  0.373
C -1.32 -2.23 4.01  -1.308
N -2.32 -1.37 4.53  0.133
C -2.39 -1.37 5.96  -0.788
C -3.70 -0.81 6.45  -0.510
O -4.67 -1.81 6.45  -0.377
C -5.93 -1.31 6.63  -0.738
H -2.62 -1.80 0.16  -0.014
H -3.72 -3.17 0.50  0.455
H -1.96 -3.45 0.28  0.240
H -1.14 -1.23 2.04  -0.182
H -0.57 -2.94 2.20  0.359
H -0.31 -1.97 4.36  0.405
H -1.45 -3.31 4.25  0.423
H -3.19 -1.54 4.06  0.248
H -1.56 -0.77 6.35  0.362
H -2.31 -2.40 6.35  0.440
H -4.02 0.07 5.86  0.229
H -3.56 -0.38 7.47  0.475
H -5.97 -0.61 7.47  0.325
H -6.58 -2.16 6.76  0.271
H -6.26 -0.78 5.72  0.268
C 1.84 -1.57 -5.98  -0.607
O 0.49 -1.30 -6.22  -0.315
C 0.32 -0.07 -6.83  -0.535
C -1.11 0.37 -6.70  -0.757
N -1.52 0.34 -5.29  0.208
C -2.91 0.72 -5.12  -1.070
C -3.32 0.88 -3.70  -0.174
O -3.41 -0.40 -3.12  -0.358
C -4.05 -0.38 -1.86  -0.413
H 2.45 -1.35 -6.86  0.372
H 1.93 -2.61 -5.69  0.244
H 2.20 -0.96 -5.13  0.112
H 0.66 -0.05 -7.89  0.419
H 0.95 0.71 -6.36  0.287
H -1.78 -0.26 -7.32  0.337
H -1.20 1.40 -7.06  0.399
H -1.40 -0.60 -4.93  -0.276
H -3.57 -0.05 -5.56  0.310
H -3.09 1.65 -5.66  0.549
H -4.32 1.36 -3.71  0.563
H -2.68 1.53 -3.10  0.066
H -5.06 0.07 -1.90  0.428
H -3.48 0.19 -1.10  0.070
H -4.20 -1.40 -1.49  0.146
C 4.37 -3.08 -1.44  -1.131
C 5.16 -3.48 -0.21  1.197
C 4.33 -4.13 0.85  -1.080
O 3.45 -3.18 1.34  -0.074
C 2.37 -3.76 2.00  -0.753
N 6.25 -4.32 -0.58  -0.752
H 3.69 -2.25 -1.25  -0.096
H 3.80 -3.91 -1.85  0.344
H 5.06 -2.72 -2.21  0.419
H 5.51 -2.53 0.25  -0.044
H 5.01 -4.48 1.65  0.350
H 3.83 -5.03 0.45  0.383
H 2.72 -4.23 2.92  0.440
H 1.85 -4.50 1.39  0.431
H 1.67 -2.98 2.29  -0.065
H 6.91 -3.81 -1.15  0.274
H 6.75 -4.67 0.24  0.265
C 0.76 -1.72 -0.56  0.282
C 0.24 -1.17 -1.86  1.320
C -0.46 -2.27 -2.70  -0.867
O -0.65 -0.13 -1.56  0.295
H 1.19 -0.97 0.11  -0.131
H 1.51 -2.50 -0.72  0.179
H -0.09 -2.10 0.03  -0.793
H 1.09 -0.76 -2.43  -0.450
H 0.27 -2.99 -3.07  0.469
H -0.88 -1.83 -3.61  0.004
H -1.24 -2.77 -2.13  -0.005
H -1.35 -0.12 -2.25  -0.368



Record 2
DFT (ωB97M-V with the def2-TZVPD basis set) results for a cluster of 8 separate species, C31H81N5O8 in total in a non-equilibrium geometry.

Spin multiplicity: 1
Energy relative to the best compared isomer or geometry (same formula, charge and spin) (eV): 3.0874
HOMO-LUMO gap (hartree): 0.320
Energy (eV): -57281.78483
SMILES: CC1(C)CCCC(C)(C)N1O.COC[C@H](C)N.COC[C@H](C)N.COC[C@H](C)N.COC[C@H](C)N.CCO.CCO.CCO

Each line ends with the Mulliken charge.
Geometry (Å):
C -2.26 3.23 -6.65  -1.294
C -1.01 2.89 -5.70  0.427
C -0.68 3.92 -4.60  -0.796
O 0.50 3.54 -3.79  -0.312
C 0.90 4.56 -2.87  -0.776
N -1.20 1.62 -5.05  -0.656
H -2.44 2.58 -7.50  0.360
H -2.18 4.25 -7.03  0.337
H -3.13 3.20 -5.99  0.351
H -0.07 2.89 -6.24  0.226
H -1.50 4.08 -3.90  0.366
H -0.32 4.86 -5.02  0.402
H 1.86 4.35 -2.40  0.284
H 0.19 4.69 -2.05  0.297
H 1.02 5.57 -3.25  0.308
H -0.42 1.35 -4.46  0.248
H -1.27 0.92 -5.77  0.232
C 6.18 -5.75 2.44  -1.444
C 5.81 -5.27 3.83  0.346
C 4.82 -4.05 3.87  -0.527
O 4.10 -3.89 5.03  -0.398
C 4.88 -3.63 6.21  -0.738
N 5.16 -6.33 4.55  -0.655
H 6.52 -6.78 2.37  0.372
H 6.98 -5.11 2.06  0.348
H 5.23 -5.64 1.93  0.323
H 6.71 -5.00 4.39  0.276
H 4.10 -4.17 3.06  0.354
H 5.37 -3.14 3.61  0.307
H 4.10 -3.48 6.95  0.226
H 5.45 -2.70 6.21  0.289
H 5.71 -4.32 6.35  0.357
H 4.50 -6.73 3.90  0.275
H 4.67 -5.87 5.31  0.289
C -8.82 -3.11 -3.65  -1.330
C -7.35 -2.99 -3.19  0.447
C -6.45 -2.22 -4.17  -0.689
O -6.32 -3.04 -5.32  -0.325
C -5.91 -2.39 -6.57  -0.829
N -7.29 -2.18 -1.97  -0.743
H -9.33 -2.15 -3.67  0.353
H -9.40 -3.46 -2.79  0.369
H -8.86 -3.82 -4.48  0.314
H -6.96 -4.00 -3.10  0.289
H -5.52 -1.93 -3.67  0.381
H -6.90 -1.23 -4.28  0.329
H -5.05 -1.76 -6.35  0.313
H -6.62 -1.63 -6.89  0.339
H -5.75 -2.89 -7.53  0.296
H -6.36 -2.14 -1.57  0.206
H -7.75 -2.77 -1.29  0.281
C -0.24 -0.40 0.52  -1.405
C -1.69 0.03 0.91  0.564
C -2.42 0.88 -0.09  -0.700
O -3.69 1.20 0.35  -0.324
C -4.45 2.19 -0.45  -0.809
N -2.49 -1.22 1.05  -0.776
H 0.00 -1.42 0.20  0.271
H 0.43 -0.17 1.35  0.348
H 0.28 0.31 -0.13  0.330
H -1.79 0.37 1.94  0.414
H -2.39 0.34 -1.03  0.331
H -1.87 1.82 -0.22  0.375
H -5.46 2.13 -0.04  0.286
H -4.62 1.85 -1.47  0.317
H -4.24 3.25 -0.43  0.298
H -3.38 -0.79 0.84  0.265
H -2.69 -1.47 2.01  0.216
C 9.98 2.86 -0.17  -1.951
C 8.82 2.30 0.66  1.499
C 9.33 2.05 2.08  -1.349
C 8.28 1.72 3.14  -0.589
C 7.19 2.79 3.20  -1.232
C 6.68 3.23 1.81  1.861
N 7.73 3.34 0.77  0.430
O 7.30 3.76 -0.49  -0.494
C 5.54 2.25 1.38  -1.818
C 6.22 4.65 1.86  -2.091
C 8.47 0.89 0.08  -1.718
H 10.90 2.36 0.13  0.426
H 10.26 3.83 0.22  0.484
H 9.74 2.98 -1.23  0.365
H 10.13 1.31 1.99  0.456
H 9.80 2.97 2.40  0.406
H 8.71 1.48 4.11  0.403
H 7.65 0.86 2.89  0.232
H 7.45 3.69 3.75  0.426
H 6.40 2.31 3.79  0.368
H 4.82 2.03 2.17  0.449
H 4.92 2.55 0.54  0.337
H 5.84 1.26 1.04  0.349
H 7.12 5.28 1.85  0.490
H 5.52 4.96 1.08  0.347
H 5.70 4.89 2.78  0.458
H 7.66 0.99 -0.64  0.404
H 8.13 0.15 0.80  0.302
H 9.25 0.34 -0.45  0.406
H 7.47 4.70 -0.51  0.343
C -5.06 -0.06 5.25  -0.869
C -5.43 -1.49 5.23  -0.234
O -4.27 -2.26 5.33  -0.529
H -3.99 -0.04 5.46  0.279
H -5.54 0.28 6.17  0.309
H -5.48 0.46 4.40  0.241
H -5.88 -1.72 4.26  0.180
H -6.14 -1.78 6.01  0.339
H -4.14 -2.50 6.25  0.287
C -10.93 4.75 0.23  -0.987
C -11.74 3.63 0.83  -0.214
O -10.89 2.62 1.29  -0.506
H -11.59 5.52 -0.16  0.319
H -10.31 4.51 -0.64  0.280
H -10.18 5.25 0.84  0.297
H -12.46 3.26 0.10  0.286
H -12.31 3.90 1.72  0.219
H -11.02 1.88 0.69  0.304
C -1.11 -5.04 -2.57  -0.890
C 0.36 -5.49 -2.18  -0.281
O 0.51 -5.53 -0.70  -0.531
H -1.49 -4.16 -2.05  0.300
H -1.72 -5.92 -2.38  0.259
H -1.09 -4.71 -3.60  0.285
H 1.13 -4.79 -2.51  0.265
H 0.73 -6.41 -2.64  0.296
H 0.10 -4.76 -0.31  0.290